(1)
The following is a quantum chemistry calculation of one molecule with the formula C2H4N2O2 in a non-equilibrium geometry, from the OMol25 dataset.

Computed properties:
- energy above the lowest of the compared OMol25 structures with the same formula, charge and spin (eV) = 7.012
- Kohn-Sham gap (alpha / beta) (eV) = 8.0 / 7.8
- E_LUMO (alpha / beta) (Ha) = -0.0114 / -0.0241
- HOMO energy (alpha / beta) (eV) = -8.32 / -8.50

Structure (ORCA input):
```
! wB97M-V def2-TZVPD RIJCOSX def2/J DEFGRID3
* xyz 0 1
C 1.42750 1.33340 0.02582
C -0.97835 0.28619 -0.00438
N -1.16548 -1.08903 0.04560
N -2.18611 1.00486 -0.03725
O 0.32162 0.59289 -0.08341
O -3.21381 0.30609 0.04924
H 2.32967 0.75959 -0.09449
H 1.40922 2.40016 0.15496
H -2.14690 -1.29930 -0.12989
H -0.48185 -1.70676 -0.35475
*
```

Atom charges from the Mulliken analysis, given in e for atoms 1 to 8: C -0.34; C 0.49; N -0.39; N -0.15; O -0.30; O -0.43; H 0.29; H 0.30

***

(2)
The following is a quantum chemistry calculation of C7H18BrN2NaO2 as an isolated structure in a non-equilibrium geometry, from the OMol25 dataset.

Computed properties:
- Kohn-Sham gap (alpha / beta) (eV) = 6.5 / 3.4
- E_LUMO (alpha / beta) (Ha) = -0.1804 / -0.2932
- HOMO energy (alpha / beta) (eV) = -11.42 / -11.40

Structure (ORCA input):
```
! wB97M-V def2-TZVPD RIJCOSX def2/J DEFGRID3
* xyz 1 2
Na 2.51461 3.85572 0.35843
Br 2.42344 0.92018 -0.03675
C -3.95201 2.75016 -2.70757
C -2.50731 2.53493 -2.32074
C -2.42761 2.23388 -0.80358
O -1.10971 1.79356 -0.35875
C -1.20525 1.20747 1.01520
N -2.12511 1.34827 -3.06724
H -4.00353 2.90077 -3.78590
H -4.34500 3.70049 -2.34628
H -4.51211 1.87836 -2.36944
H -1.90335 3.41517 -2.54097
H -3.17326 1.51363 -0.46695
H -2.56243 3.13395 -0.20375
H -1.17059 1.86915 1.88070
H -0.34910 0.53424 0.97207
H -2.07632 0.55803 1.10219
H -2.88091 0.73483 -2.79788
H -2.38160 1.58064 -4.01608
C 2.63299 -3.07452 0.46689
O 2.28065 -4.01921 -0.18003
N 3.05536 -3.19672 1.71109
C 3.60083 -2.02597 2.37182
C 3.11294 -4.50520 2.41625
H 2.58954 -2.04584 0.07683
H 4.68650 -2.09667 2.43827
H 3.08504 -2.06939 3.33108
H 3.29344 -1.15177 1.79790
H 3.99445 -5.11368 2.21426
H 3.26617 -4.15003 3.43531
H 2.14922 -5.01445 2.41363
*
```

Atom charges from the Mulliken analysis, given in e for atoms 1 to 8: Na 0.87; Br 0.05; C -1.40; C 0.15; C -0.74; O -0.23; C -0.65; N -0.69

***

(3)
The following is a quantum chemistry calculation of C52H63BClNbO2PS as an isolated structure in a non-equilibrium geometry, from the OMol25 dataset.

Computed properties:
- Kohn-Sham gap (eV) = 5.8
- E_LUMO (Ha) = 0.0491
- HOMO energy (eV) = -4.50

Structure (ORCA input):
```
! wB97M-V def2-TZVPD RIJCOSX def2/J DEFGRID3
* xyz -1 1
C 6.14417 0.72346 3.97931
B 5.03295 1.01758 5.15526
O 4.84665 -0.03076 6.21458
Nb 3.71808 2.87813 5.30332
O 2.44044 4.58393 5.60335
C 5.48466 4.28472 5.66335
C 6.32579 4.44862 4.22948
C 7.92970 4.75325 4.47294
Cl 5.59651 5.90681 3.27799
P 1.68128 1.42337 4.72294
S 1.87754 0.47327 2.99910
H 7.23959 0.87749 4.40536
H 6.03424 -0.43068 3.69791
H 6.04007 1.39175 3.01897
H 5.57943 0.18111 6.88271
H 3.53957 2.51564 7.09517
H 3.88588 3.26617 3.50717
H 2.23241 4.67345 6.59108
H 6.19284 3.94583 6.55216
H 5.13236 5.39004 5.93293
H 6.19423 3.51613 3.53311
H 8.33455 4.08469 5.37376
H 8.50717 4.39987 3.49902
H 8.17019 5.89251 4.67521
H 1.49190 0.38407 5.71556
H 0.51112 2.29915 4.59363
C 4.93584 8.51893 7.15078
C 5.49894 9.40058 8.07295
C 4.77308 9.79234 9.19742
C 3.48651 9.29416 9.40495
C 2.92488 8.40955 8.48466
C 3.64725 8.02506 7.35537
H 5.50056 8.21651 6.27278
H 6.50410 9.78335 7.91470
H 5.20955 10.48456 9.91230
H 2.92255 9.59552 10.28373
H 1.92287 8.02015 8.64739
H 3.20729 7.34021 6.63579
C 9.54891 -4.01841 2.30564
C 9.61432 -2.93097 3.17624
C 8.47597 -2.52356 3.87121
C 7.27338 -3.21053 3.70283
C 7.20895 -4.30033 2.83503
C 8.34508 -4.70195 2.13300
H 10.43546 -4.33351 1.76159
H 10.55313 -2.40000 3.31261
H 8.52563 -1.67205 4.54440
H 6.38735 -2.89622 4.24805
H 6.27208 -4.83659 2.70516
H 8.29315 -5.54758 1.45285
C -0.16416 -2.38212 -1.20690
C 0.39894 -1.50047 -0.28474
C -0.32692 -1.10871 0.83974
C -1.61349 -1.60689 1.04727
C -2.17512 -2.49150 0.12697
C -1.45275 -2.87599 -1.00231
H 0.40056 -2.68454 -2.08490
H 1.40410 -1.11770 -0.44299
H 0.10955 -0.41650 1.55461
H -2.17745 -1.30553 1.92604
H -3.17713 -2.88091 0.28970
H -1.89271 -3.56084 -1.72189
C 11.36877 0.98977 7.62794
C 11.26778 -0.38778 7.82010
C 10.02185 -1.01145 7.76102
C 8.87697 -0.25814 7.49970
C 8.97850 1.11889 7.30381
C 10.22333 1.74392 7.37212
H 12.33954 1.47597 7.67744
H 12.16080 -0.97572 8.01690
H 9.94266 -2.08382 7.91746
H 7.90652 -0.74472 7.44876
H 8.08639 1.70554 7.09856
H 10.30135 2.81753 7.22494
C -2.78681 -1.33862 -4.05056
C -3.83378 -0.63444 -4.64447
C -3.82233 -0.39322 -6.01797
C -2.76763 -0.86529 -6.79982
C -1.72253 -1.57274 -6.20640
C -1.72939 -1.80589 -4.83143
H -2.79439 -1.52346 -2.97957
H -4.65900 -0.27258 -4.03622
H -4.63491 0.16131 -6.47940
H -2.76097 -0.68165 -7.87096
H -0.90150 -1.94197 -6.81609
H -0.91229 -2.35229 -4.36863
C -7.51310 0.29382 -5.33614
C -7.61409 -1.08373 -5.14398
C -8.86003 -1.70740 -5.20306
C -10.00491 -0.95409 -5.46438
C -9.90337 0.42294 -5.66027
C -8.65854 1.04797 -5.59196
H -6.54233 0.78002 -5.28664
H -6.72107 -1.67167 -4.94718
H -8.93921 -2.77977 -5.04663
H -10.97535 -1.44067 -5.51532
H -10.79548 1.00959 -5.86553
H -8.58052 2.12158 -5.73915
C -11.42945 -4.32661 -7.23821
C -11.53044 -5.70416 -7.04605
C -12.77637 -6.32783 -7.10512
C -13.92125 -5.57452 -7.36645
C -13.81972 -4.19749 -7.56233
C -12.57489 -3.57246 -7.49402
H -10.45867 -3.84041 -7.18870
H -10.63742 -6.29210 -6.84925
H -12.85556 -7.40020 -6.94869
H -14.89169 -6.06110 -7.41738
H -14.71183 -3.61084 -7.76759
H -12.49687 -2.49885 -7.64121
C -8.42811 -2.84349 -9.89944
C -7.46456 -2.47952 -10.83958
C -7.52492 -2.99164 -12.13530
C -8.55560 -3.86088 -12.49395
C -9.52129 -4.22187 -11.55479
C -9.45560 -3.71702 -10.25642
H -8.37880 -2.44684 -8.88875
H -6.66539 -1.79677 -10.56196
H -6.77017 -2.71313 -12.86571
H -8.60559 -4.25623 -13.50504
H -10.32535 -4.89800 -11.83491
H -10.20495 -4.00281 -9.52349
*
```

Atom charges from the Mulliken analysis, given in e for atoms 1 to 8: C -0.66; B 1.21; O -0.76; Nb -0.55; O -0.84; C -0.67; C 0.59; C -0.73

***

(4)
The following is a quantum chemistry calculation of C17H19MoN4O3SbSe4 as an isolated structure, from the OMol25 dataset.

Computed properties:
- energy above the lowest of the compared OMol25 structures with the same formula, charge and spin (eV) = 0.000
- Kohn-Sham gap (alpha / beta) (eV) = 6.1 / 6.1
- E_LUMO (alpha / beta) (Ha) = -0.2962 / -0.2967
- HOMO energy (alpha / beta) (eV) = -14.19 / -14.19

Structure (ORCA input):
```
! wB97M-V def2-TZVPD RIJCOSX def2/J DEFGRID3
* xyz 2 1
Mo 0.37196 0.57612 -0.23631
O -1.75056 -2.15949 2.03668
C -1.07536 -1.23441 1.67585
N -0.71562 -0.98466 0.35146
C -1.64167 -1.51982 -0.63814
C -2.42378 -0.34775 -1.16531
C -3.68146 -0.47002 -1.72634
C -4.33497 0.67213 -2.16057
C -3.70484 1.89895 -2.01818
C -2.44528 1.93775 -1.45575
N -1.80768 0.83774 -1.03394
C -0.55192 -0.18192 2.58747
C -0.68148 -0.28336 3.95446
C -0.22112 0.76558 4.73826
C 0.33432 1.86614 4.11037
C 0.42833 1.88985 2.72888
N -0.00707 0.87721 1.96670
H -2.29223 -2.25995 -0.17236
H -1.09294 -2.00537 -1.44806
H -4.14565 -1.44393 -1.79736
H -5.32628 0.60772 -2.58825
H -4.18061 2.81841 -2.32673
H -1.93116 2.88058 -1.32593
H -1.14155 -1.17030 4.36762
H -0.30006 0.72543 5.81602
H 0.69712 2.71278 4.67525
H 0.87572 2.73304 2.22465
Se 4.28401 2.17235 -2.58505
Sb 3.56262 2.15827 -0.37846
Se 2.51436 -0.21069 0.23803
Se 0.58991 2.81878 -0.45214
Se 3.89255 3.19046 1.68228
O 2.40376 -1.14801 -2.48987
C 1.32745 -0.72782 -2.85671
O 0.43595 -0.09221 -2.15237
C 0.89101 -0.93066 -4.30979
N 1.99764 -1.71357 -4.98321
C 2.53812 -0.88163 -6.12674
C 2.18988 0.53516 -5.70956
C 0.79578 0.37801 -5.10421
H -0.03196 -1.50843 -4.32408
H 1.69840 -2.63698 -5.29085
H 2.71066 -1.84143 -4.24437
H 2.00425 -1.18373 -7.02605
H 3.59782 -1.09215 -6.24361
H 2.21166 1.21767 -6.55557
H 2.89674 0.89536 -4.95964
H 0.04420 0.28045 -5.88750
H 0.50594 1.20395 -4.45781
*
```

Atom charges from the Mulliken analysis, given in e for atoms 1 to 8: Mo -0.01; O -0.60; C -0.04; N 0.56; C -1.32; C 1.11; C -0.97; C -0.30

***

(5)
The following is a quantum chemistry calculation of a 2-piece molecular cluster, C3H7NO3 overall, from the OMol25 dataset.

Computed properties:
- energy above the lowest of the compared OMol25 structures with the same formula, charge and spin (eV) = 1.175
- Kohn-Sham gap (eV) = 10.4
- E_LUMO (Ha) = 0.0260
- structure (SMILES) = CNC=O.O=CO
- HOMO energy (eV) = -9.72

Structure (ORCA input):
```
! wB97M-V def2-TZVPD RIJCOSX def2/J DEFGRID3
* xyz 0 1
C -1.63094 -0.27996 1.03211
N -0.88927 -1.12159 0.11529
C 0.39565 -1.43537 0.36873
O 1.03535 -0.98559 1.30082
H -1.59376 -0.71536 2.02741
H -2.67203 -0.23869 0.70681
H -1.23279 0.73621 1.03621
H -1.24476 -1.30100 -0.80749
H 0.84199 -2.16440 -0.32630
O 0.68799 0.82562 -2.30217
C 1.38239 1.34801 -1.48299
O 0.87315 1.81960 -0.33578
H 2.46572 1.48255 -1.62167
H 1.58131 2.02997 0.28900
*
```

Atom charges from the Mulliken analysis, given in e for atoms 1 to 8: C -0.72; N -0.10; C -0.05; O -0.58; H 0.26; H 0.32; H 0.21; H 0.25

***

(6)
The following is a quantum chemistry calculation of a 2-piece molecular cluster, C12H17N overall in a non-equilibrium geometry, from the OMol25 dataset.

Computed properties:
- energy above the lowest of the compared OMol25 structures with the same formula, charge and spin (eV) = 1.996
- Kohn-Sham gap (eV) = 8.7
- E_LUMO (Ha) = 0.0332
- structure (SMILES) = Cc1c[nH]c2ccccc12.CCC
- HOMO energy (eV) = -7.83

Structure (ORCA input):
```
! wB97M-V def2-TZVPD RIJCOSX def2/J DEFGRID3
* xyz 0 1
C -2.04224 -1.87357 2.24508
C -1.25694 -1.42368 1.04339
C -1.93707 -1.01453 -0.08872
N -0.93539 -0.85245 -1.11287
C 0.37881 -1.07428 -0.62485
C 1.62330 -0.76861 -1.10152
C 2.74423 -1.01058 -0.32716
C 2.54403 -1.58279 0.95264
C 1.29039 -1.73369 1.47622
C 0.13188 -1.47122 0.72739
H -1.41633 -2.64457 2.70483
H -3.02567 -2.28432 1.93727
H -2.16253 -1.19297 3.08954
H -2.93333 -0.67672 -0.37049
H -1.12690 -0.73106 -2.08944
H 1.78545 -0.43339 -2.06921
H 3.65681 -0.49325 -0.64392
H 3.39956 -2.10435 1.35993
H 1.13691 -2.20803 2.41471
C -0.51448 3.62412 0.31603
C -0.42538 4.05316 -1.18141
C -0.61712 2.77836 -2.01912
H -1.40017 2.98913 0.49563
H 0.29409 3.00542 0.74327
H -0.82398 4.34000 1.08965
H 0.46571 4.67928 -1.33461
H -1.05569 4.89938 -1.28347
H -1.16771 3.08022 -2.94296
H -1.24233 2.11611 -1.47639
H 0.36381 2.43078 -2.31269
*
```

Atom charges from the Mulliken analysis, given in e for atoms 1 to 8: C -1.23; C 0.61; C -0.68; N -0.04; C -0.16; C -0.79; C -0.53; C -0.58

***

Calculated total energy in order - -338.39551 -3273.49648 -3451.10218 -11017.70329 -398.99447 -522.14693 a.u.